(1)
The following is a quantum chemistry calculation of C49H46BF10IN4O6ScTe as an isolated structure, from the Open Molecules 2025 dataset.

Results
Expectation value of S²: 0.7992
2S+1: 2
Total charge: -2
Lowest unoccupied orbital energy (alpha / beta): 3.5 / 3.5 eV
Frontier orbital gap (alpha / beta): 6.026 / 6.659 eV

Last column: Mulliken spin population.
Geometry (Å):
Sc  -0.201  0.080  0.133  0.02
F  1.959  -1.406  2.723  0.00
B  0.929  -1.912  1.949  0.00
F  -0.302  -1.274  2.287  0.00
F  0.840  -3.279  2.049  0.00
F  1.113  -1.520  0.551  0.00
N  -3.560  -0.119  2.275  0.00
C  -3.245  0.121  0.900  0.00
O  -2.132  -0.348  0.461  0.00
C  -4.446  -0.008  -0.008  0.00
I  -5.227  -2.041  -0.004  0.00
H  -2.776  -0.609  2.692  0.00
H  -4.385  -0.703  2.351  0.00
H  -4.156  0.172  -1.037  0.00
H  -5.281  0.612  0.306  0.00
C  2.813  2.810  -6.425  -0.01
C  1.663  2.036  -6.438  0.01
C  1.532  0.965  -5.567  -0.01
C  2.550  0.655  -4.667  0.03
C  3.708  1.435  -4.666  0.02
C  3.838  2.502  -5.538  0.01
C  2.371  -0.470  -3.731  0.02
C  3.174  -0.780  -2.758  0.39
C  3.903  -1.138  -1.667  -0.01
C  3.677  -0.492  -0.413  0.16
C  4.372  -0.890  0.703  -0.18
C  5.328  -1.904  0.631  0.28
C  5.579  -2.530  -0.590  -0.12
C  4.890  -2.168  -1.723  0.26
H  2.910  3.657  -7.094  0.00
H  0.863  2.274  -7.128  0.00
H  0.629  0.365  -5.566  -0.01
H  4.500  1.193  -3.967  -0.01
H  4.739  3.104  -5.526  0.00
H  1.451  -1.045  -3.850  0.06
H  2.931  0.297  -0.377  0.09
H  4.150  -0.440  1.661  -0.01
H  5.876  -2.198  1.517  0.02
H  6.316  -3.324  -0.646  0.00
H  5.071  -2.668  -2.665  0.01
F  0.056  -0.682  -1.824  -0.01
C  -0.523  -2.007  -2.187  0.00
F  -1.034  -2.359  -0.925  0.00
C  -1.735  -1.560  -2.987  0.01
F  -2.507  -0.563  -2.455  0.00
F  -1.328  -1.089  -4.197  0.00
F  -2.569  -2.588  -3.224  0.00
C  -9.379  3.667  2.628  0.00
C  -7.938  3.466  2.234  0.00
C  -7.536  3.515  0.910  0.00
C  -6.207  3.302  0.540  0.00
C  -5.880  3.401  -0.938  0.00
C  -5.218  3.023  1.504  0.00
Te  -3.075  2.550  0.558  0.00
N  -1.150  1.924  -0.085  0.00
C  -0.242  2.367  -0.909  0.00
O  0.799  1.659  -1.124  -0.02
C  -0.339  3.666  -1.657  0.00
C  -1.488  4.035  -2.348  0.00
C  -1.526  5.227  -3.058  0.00
C  -0.419  6.063  -3.077  0.00
C  0.734  5.692  -2.398  0.00
C  0.778  4.494  -1.703  0.00
C  -2.162  3.765  2.076  0.00
C  -2.279  5.150  1.891  0.00
C  -3.062  5.742  0.746  0.00
C  -1.656  6.015  2.783  0.00
C  -0.919  5.546  3.858  0.00
C  -0.200  6.491  4.785  0.00
C  -0.830  4.176  4.037  0.00
C  -1.434  3.276  3.166  0.00
C  -1.313  1.817  3.483  0.00
C  -5.637  2.995  2.848  0.00
C  -4.649  2.735  3.956  0.00
C  -6.967  3.213  3.193  0.00
H  -9.968  4.019  1.780  0.00
H  -9.462  4.397  3.435  0.00
H  -9.819  2.731  2.982  0.00
H  -8.275  3.718  0.139  0.00
H  -6.770  3.679  -1.505  0.00
H  -5.509  2.452  -1.331  0.00
H  -5.102  4.145  -1.117  0.00
H  -2.347  3.378  -2.346  0.00
H  -2.424  5.505  -3.598  0.00
H  -0.446  6.990  -3.638  0.00
H  1.606  6.336  -2.417  0.00
H  1.669  4.186  -1.171  0.00
H  -2.578  5.510  -0.205  0.00
H  -3.125  6.826  0.844  0.00
H  -4.072  5.327  0.723  0.00
H  -1.741  7.086  2.625  0.00
H  -0.647  7.485  4.754  0.00
H  0.847  6.581  4.485  0.00
H  -0.222  6.125  5.812  0.00
H  -0.266  3.783  4.878  0.00
H  -0.387  1.605  4.016  0.00
H  -1.319  1.225  2.579  0.00
H  -2.146  1.502  4.112  0.00
H  -4.111  1.813  3.742  0.00
H  -5.156  2.644  4.919  0.00
H  -3.922  3.545  4.021  0.00
H  -7.253  3.181  4.242  0.00
F  5.666  3.012  -0.400  0.00
C  5.409  2.574  0.843  0.00
C  4.147  2.547  1.301  0.01
N  3.834  2.121  2.563  0.00
C  2.448  2.050  3.050  0.00
C  1.442  2.148  1.872  0.00
O  1.237  3.263  1.406  0.00
O  0.979  1.022  1.508  0.00
C  4.819  1.733  3.445  0.00
O  4.612  1.421  4.601  0.00
N  6.096  1.728  2.911  0.00
C  6.524  2.133  1.647  0.00
O  7.701  2.096  1.343  0.00
H  3.324  2.871  0.676  0.00
H  2.264  2.881  3.732  0.00
H  2.316  1.103  3.569  0.00
H  6.818  1.411  3.539  0.00



(2)
The following is a quantum chemistry calculation of C49H47AgBN7P2 as an isolated structure in a non-equilibrium geometry, from the Open Molecules 2025 dataset.

Results
2S+1: 1
Total charge: -2
Lowest unoccupied orbital energy: 4.2 eV
Frontier orbital gap: 5.266 eV

Last column: Mulliken charge in e.
Geometry (Å):
Ag  0.036  0.434  -1.678  -0.09
C  2.712  -1.656  -4.912  -1.23
C  2.421  -1.304  -3.583  -0.37
N  1.319  -0.570  -3.514  0.53
N  0.876  -0.436  -4.782  0.10
C  1.696  -1.072  -5.637  -0.23
B  -0.333  0.457  -5.162  0.24
N  -1.623  -0.035  -4.465  -0.03
C  -2.851  -0.068  -5.018  -0.16
C  -3.751  -0.483  -4.060  -1.60
C  -2.958  -0.685  -2.920  -0.86
N  -1.684  -0.417  -3.168  0.29
N  -0.045  1.936  -4.807  -0.04
C  0.215  2.966  -5.635  -0.25
C  0.448  4.085  -4.861  -1.15
C  0.302  3.619  -3.539  -0.25
N  0.003  2.330  -3.522  0.30
H  3.538  -2.241  -5.281  0.37
H  2.957  -1.543  -2.677  0.33
H  1.493  -1.064  -6.695  0.42
H  -0.487  0.383  -6.363  -0.20
H  -2.990  0.209  -6.050  0.49
H  -4.815  -0.612  -4.158  0.42
H  -3.263  -0.993  -1.932  1.19
H  0.219  2.828  -6.704  0.43
H  0.683  5.081  -5.196  0.37
H  0.397  4.151  -2.604  0.31
C  3.515  4.816  2.945  -0.46
C  2.360  4.121  3.291  -0.93
C  1.739  3.283  2.379  0.09
C  2.249  3.114  1.088  0.37
C  3.419  3.806  0.761  -0.45
C  4.044  4.650  1.671  -0.55
C  1.643  2.176  0.105  0.35
C  0.356  1.811  -0.032  -1.03
C  -0.675  2.535  0.730  0.29
C  -0.737  3.929  0.762  0.08
C  -1.692  4.614  1.503  -0.95
C  -2.622  3.876  2.234  -0.78
C  -2.608  2.490  2.183  -0.71
C  -1.651  1.805  1.419  0.03
H  3.997  5.473  3.660  0.35
H  1.939  4.228  4.284  0.42
H  0.841  2.745  2.665  0.58
H  3.837  3.673  -0.232  0.42
H  4.946  5.178  1.384  0.36
H  2.395  1.706  -0.530  0.25
H  0.007  4.483  0.198  0.30
H  -1.703  5.697  1.515  0.34
H  -3.373  4.378  2.834  0.35
H  -3.353  1.914  2.719  0.32
H  -1.128  0.143  0.447  -1.12
C  2.348  -0.470  1.829  -0.91
P  2.320  -1.254  0.160  0.31
C  0.916  -2.413  0.421  -1.04
C  3.771  -2.383  0.401  0.72
C  5.035  -1.788  0.483  -0.73
C  6.183  -2.545  0.651  -0.58
C  6.099  -3.932  0.720  -0.47
C  4.857  -4.541  0.622  -0.57
C  3.706  -3.772  0.465  -0.51
H  3.152  0.263  1.894  0.51
H  2.468  -1.224  2.610  0.66
H  1.407  0.065  1.971  -0.39
H  0.977  -2.950  1.372  0.80
H  0.841  -3.124  -0.404  0.99
H  -0.001  -1.815  0.417  -1.21
H  5.114  -0.707  0.412  0.38
H  7.147  -2.055  0.718  0.38
H  6.993  -4.530  0.851  0.34
H  4.777  -5.621  0.671  0.38
H  2.747  -4.271  0.396  0.33
N  -1.595  0.426  1.303  1.98
P  -2.742  -0.699  2.029  -0.23
C  -1.449  -0.714  3.662  -0.12
C  -1.998  -0.224  4.844  -0.46
C  -1.229  0.005  5.989  -0.59
C  0.132  -0.261  5.972  -0.60
C  0.710  -0.765  4.806  -0.68
C  -0.076  -0.986  3.683  1.63
C  -3.874  -0.600  0.343  0.58
C  -4.933  -1.517  0.272  -0.29
C  -5.934  -1.433  -0.684  -1.06
C  -5.935  -0.379  -1.600  -0.29
C  -4.917  0.560  -1.539  -0.31
C  -3.901  0.440  -0.588  -0.25
C  -2.076  -2.356  1.544  0.58
C  -1.898  -3.348  2.513  -0.54
C  -1.480  -4.625  2.172  -0.74
C  -1.200  -4.942  0.845  -0.75
C  -1.347  -3.965  -0.128  0.10
C  -1.783  -2.690  0.223  -0.57
H  -3.065  -0.001  4.858  0.17
H  -1.690  0.402  6.889  0.38
H  0.742  -0.072  6.849  0.34
H  1.776  -0.971  4.776  0.34
H  0.396  -1.381  2.783  -0.63
H  -4.967  -2.323  1.006  0.35
H  -6.727  -2.175  -0.714  0.38
H  -6.715  -0.299  -2.348  0.45
H  -4.894  1.381  -2.248  0.34
H  -3.107  1.180  -0.587  -0.25
H  -2.098  -3.106  3.550  0.49
H  -1.361  -5.375  2.946  0.41
H  -0.861  -5.937  0.578  0.40
H  -1.119  -4.186  -1.164  0.55
H  -1.904  -1.940  -0.551  0.25



(3)
The following is a quantum chemistry calculation of C49H47CrN4O2P2S2 as an isolated structure in a non-equilibrium geometry, from the Open Molecules 2025 dataset.

Results
Expectation value of S²: 6.0211
2S+1: 5
Total charge: +1
Lowest unoccupied orbital energy (alpha / beta): -2.6 / -2.8 eV
Frontier orbital gap (alpha / beta): 7.316 / 7.563 eV

Last column: Mulliken spin population.
Geometry (Å):
Cr  0.668  0.678  0.346  4.03
O  3.545  -1.537  0.386  -0.01
S  3.314  -0.165  0.044  0.05
O  2.498  0.099  -1.144  0.01
N  2.403  0.594  1.121  -0.10
C  2.577  1.010  2.394  0.01
C  3.672  0.835  3.228  0.03
C  3.669  1.420  4.493  -0.01
C  2.625  2.210  4.912  0.03
C  1.519  2.453  4.074  0.00
C  0.480  3.363  4.365  0.02
C  -0.496  3.568  3.418  -0.01
C  -0.489  2.835  2.230  0.06
N  0.443  1.934  1.934  -0.14
C  1.469  1.794  2.826  0.09
C  4.861  0.704  -0.086  0.01
C  5.997  0.082  0.394  0.00
C  7.202  0.761  0.366  0.00
C  7.252  2.053  -0.133  0.00
C  6.102  2.673  -0.601  0.00
C  4.895  1.995  -0.578  -0.01
H  4.504  0.240  2.889  0.00
H  4.519  1.263  5.141  0.00
H  2.648  2.676  5.882  0.00
H  0.483  3.899  5.300  0.00
H  -1.284  4.284  3.582  0.00
H  -1.259  2.996  1.488  -0.01
H  5.907  -0.926  0.767  0.00
H  8.098  0.284  0.733  0.00
H  8.194  2.580  -0.151  0.00
H  6.151  3.683  -0.981  0.00
H  3.988  2.450  -0.946  0.01
C  -6.776  -3.063  -1.775  0.00
S  -5.574  -3.028  -0.418  0.00
C  -4.183  -3.930  -1.202  0.00
C  -2.990  -3.018  -1.438  0.00
C  -2.475  -2.489  -0.101  0.00
N  -1.337  -1.583  -0.232  0.05
P  -1.580  0.104  -0.117  -0.24
C  -2.876  0.359  -1.389  -0.01
C  -2.440  0.706  -2.665  -0.02
C  -3.323  0.766  -3.726  0.00
C  -4.669  0.506  -3.514  0.00
C  -5.120  0.203  -2.240  0.00
C  -4.233  0.125  -1.181  0.00
C  -2.499  0.333  1.442  0.00
C  -3.368  1.410  1.588  0.02
C  -3.916  1.697  2.824  0.00
C  -3.604  0.908  3.920  0.00
C  -2.719  -0.152  3.787  0.01
C  -2.152  -0.426  2.557  0.03
P  0.334  -2.037  0.051  0.03
C  0.095  -3.840  0.330  0.04
C  0.036  -4.378  1.610  0.01
C  -0.230  -5.726  1.787  0.00
C  -0.446  -6.545  0.691  0.00
C  -0.388  -6.015  -0.588  0.00
C  -0.111  -4.674  -0.768  -0.01
C  1.040  -2.144  -1.632  -0.07
C  0.533  -1.402  -2.688  0.10
C  1.243  -1.299  -3.870  0.00
C  2.451  -1.959  -4.011  0.00
C  2.932  -2.749  -2.978  0.00
C  2.237  -2.836  -1.787  0.01
H  -7.667  -2.561  -1.412  0.00
H  -7.012  -4.094  -2.022  0.00
H  -6.370  -2.538  -2.635  0.00
H  -4.556  -4.339  -2.138  0.00
H  -3.913  -4.748  -0.533  0.00
H  -3.281  -2.187  -2.081  0.00
H  -2.200  -3.577  -1.942  0.00
H  -2.196  -3.343  0.524  0.00
H  -3.289  -1.962  0.409  0.00
H  -1.392  0.921  -2.822  0.01
H  -2.967  1.013  -4.715  0.00
H  -5.361  0.542  -4.341  0.00
H  -6.170  0.017  -2.066  0.00
H  -4.605  -0.133  -0.201  0.00
H  -3.613  2.015  0.726  0.00
H  -4.588  2.535  2.931  0.00
H  -4.050  1.118  4.879  0.00
H  -2.461  -0.756  4.646  0.00
H  -1.441  -1.238  2.447  -0.03
H  0.193  -3.741  2.468  0.00
H  -0.278  -6.143  2.780  0.00
H  -0.661  -7.594  0.828  0.00
H  -0.564  -6.644  -1.450  0.00
H  -0.054  -4.268  -1.767  0.00
H  -0.426  -0.918  -2.572  -0.05
H  0.863  -0.691  -4.678  0.00
H  3.017  -1.866  -4.926  0.00
H  3.862  -3.282  -3.098  0.00
H  2.626  -3.421  -0.966  0.00
N  0.725  2.464  -1.659  0.01
C  1.066  3.794  -1.323  -0.02
C  0.558  4.868  -2.047  0.01
C  0.917  6.166  -1.723  0.00
C  1.782  6.407  -0.669  0.00
C  2.256  5.344  0.081  0.00
C  1.900  4.047  -0.238  0.04
H  0.094  2.461  -2.453  0.00
H  1.537  1.888  -1.866  -0.01
H  -0.109  4.688  -2.877  0.00
H  0.532  6.989  -2.305  0.00
H  2.081  7.416  -0.432  0.00
H  2.910  5.526  0.920  0.00
H  2.259  3.215  0.354  0.03



(4)
The following is a quantum chemistry calculation of C49H47FeN4O2SSi as an isolated structure, from the Open Molecules 2025 dataset.

Results
Expectation value of S²: 8.7621
2S+1: 6
Total charge: -2
Lowest unoccupied orbital energy (alpha / beta): 4.4 / 4.4 eV
Frontier orbital gap (alpha / beta): 5.474 / 5.972 eV

Last column: Mulliken spin population.
Geometry (Å):
Fe  0.156  1.148  0.035  4.26
O  1.484  1.187  -1.376  0.13
C  1.180  1.095  -2.708  0.00
C  -0.005  0.101  -2.957  0.03
C  0.232  -1.191  -2.249  0.01
C  0.504  -2.365  -2.943  0.00
C  0.755  -3.522  -2.226  0.00
C  0.769  -3.461  -0.846  0.00
C  0.513  -2.244  -0.213  0.00
C  0.619  -2.127  1.277  0.03
C  1.570  -0.985  1.763  0.00
O  1.039  0.242  1.513  0.10
C  1.676  -1.185  3.295  0.00
C  2.617  -2.004  3.911  0.00
C  2.613  -2.182  5.290  0.00
C  1.661  -1.544  6.071  0.00
C  0.720  -0.724  5.463  0.00
C  0.730  -0.541  4.089  0.00
C  2.970  -1.086  1.139  -0.02
C  3.565  -2.279  0.744  0.00
C  4.844  -2.297  0.197  0.00
C  5.548  -1.114  0.042  0.00
C  4.958  0.085  0.425  -0.01
C  3.681  0.101  0.962  0.00
N  0.212  -1.149  -0.911  -0.04
C  0.817  2.480  -3.271  0.01
C  1.296  3.601  -2.597  0.01
C  1.000  4.878  -3.045  0.00
C  0.215  5.064  -4.176  0.00
C  -0.278  3.956  -4.846  0.00
C  0.019  2.677  -4.393  0.00
C  2.404  0.526  -3.458  -0.02
C  2.520  0.559  -4.846  0.00
C  3.596  -0.037  -5.488  0.00
C  4.579  -0.682  -4.748  0.00
C  4.472  -0.719  -3.366  0.00
C  3.396  -0.119  -2.726  0.02
H  -0.907  0.572  -2.557  0.01
H  -0.129  -0.088  -4.026  0.00
H  0.525  -2.349  -4.025  0.00
H  0.959  -4.456  -2.739  0.00
H  0.989  -4.336  -0.245  0.00
H  -0.359  -1.855  1.687  0.00
H  0.915  -3.094  1.693  0.00
H  3.371  -2.499  3.311  0.00
H  3.361  -2.817  5.750  0.00
H  1.656  -1.681  7.147  0.00
H  -0.033  -0.223  6.061  0.00
H  0.012  0.102  3.596  0.00
H  3.025  -3.211  0.852  0.00
H  5.280  -3.239  -0.120  0.00
H  6.540  -1.121  -0.396  0.00
H  5.487  1.020  0.279  0.00
H  3.185  1.028  1.219  0.01
H  1.858  3.441  -1.687  0.00
H  1.361  5.736  -2.490  0.00
H  -0.033  6.064  -4.514  0.00
H  -0.916  4.083  -5.713  0.00
H  -0.412  1.828  -4.910  0.00
H  1.766  1.066  -5.435  0.00
H  3.667  0.006  -6.570  0.00
H  5.421  -1.149  -5.247  0.00
H  5.226  -1.221  -2.770  0.00
H  3.296  -0.139  -1.649  -0.01
C  -3.934  -4.698  2.919  0.00
Si  -3.794  -2.807  2.828  -0.01
C  -2.435  -2.377  4.039  0.00
C  -5.417  -2.108  3.495  0.00
C  -3.658  -2.348  1.010  0.00
C  -4.351  -3.154  0.116  0.00
C  -4.307  -2.918  -1.254  0.00
C  -3.518  -1.858  -1.671  0.00
N  -2.867  -1.041  -0.862  0.00
C  -2.948  -1.229  0.472  0.01
S  -2.172  -0.092  1.516  0.04
H  -4.105  -5.006  3.954  0.00
H  -3.007  -5.163  2.578  0.00
H  -4.749  -5.099  2.314  0.00
H  -2.675  -2.848  5.000  0.00
H  -2.338  -1.302  4.164  0.00
H  -1.462  -2.744  3.707  0.00
H  -5.607  -2.451  4.515  0.00
H  -6.257  -2.412  2.866  0.00
H  -5.384  -1.017  3.499  0.00
H  -4.931  -3.996  0.484  0.00
H  -4.834  -3.541  -1.965  0.00
H  -3.403  -1.649  -2.734  0.00
N  -1.299  1.985  -0.938  0.19
C  -1.997  2.965  -0.560  -0.02
C  -2.801  3.741  -1.533  0.02
C  -3.552  4.797  -1.178  0.01
C  -3.623  5.225  0.217  0.00
C  -2.910  4.600  1.163  -0.01
C  -1.991  3.457  0.883  0.03
H  -2.729  3.403  -2.560  0.00
H  -4.126  5.348  -1.916  0.00
H  -4.277  6.051  0.476  0.00
H  -3.007  4.928  2.194  0.00
H  -2.301  2.604  1.505  0.00
C  -0.277  4.904  2.225  0.03
C  -0.481  3.689  1.331  -0.03
N  0.454  2.936  1.016  0.18
H  -0.619  5.820  1.735  0.00
H  0.783  4.983  2.464  0.00
H  -0.846  4.808  3.156  0.00



Calculated energy above the lowest of the compared OMol25 structures with the same formula, charge and spin in order - 68.0 27.3 39.7 15.2 kcal/mol